DFT (ωB97M-V/def2-TZVPD) results for C19H28ClEuO2 as an isolated structure.

Structure (ORCA input):
```
! wB97M-V def2-TZVPD RIJCOSX def2/J DEFGRID3
* xyz -1 8
Eu 2.548 -1.481 -0.828
Cl 3.008 0.772 0.225
O 1.466 -0.369 -2.336
O -1.265 1.648 0.498
C -2.766 0.342 2.636
C -2.587 -0.884 3.341
C 0.744 -2.731 3.518
C -1.271 0.722 4.359
C -0.125 -1.697 -3.604
C -0.638 2.897 0.108
C 1.588 -3.063 2.419
C -1.955 1.331 3.267
C 1.213 -0.974 -3.666
C 2.627 -1.408 3.652
C -2.653 2.515 -1.252
C 1.389 -1.711 4.278
C 1.192 0.403 -4.347
C -2.061 1.244 -0.631
C 1.228 0.982 -2.941
C -1.676 -0.644 4.412
C 2.745 -2.227 2.484
C 2.349 -1.898 -4.055
C -1.509 3.527 -1.019
H 0.394 2.680 -0.263
H 0.275 1.377 -2.565
H -0.256 -2.330 -4.496
H -1.839 4.535 -0.753
H -1.868 2.372 2.981
H 2.099 0.589 -4.930
H 0.997 -1.250 5.179
H 2.193 -2.192 -5.100
H 0.274 0.597 -4.906
H 1.398 -3.834 1.672
H -1.410 0.733 -1.374
H -2.811 0.545 -0.261
H -1.341 -1.376 5.140
H -0.582 3.529 1.015
H -0.912 3.599 -1.935
H -3.422 0.487 1.784
H 3.323 -1.392 -3.970
H -0.931 -0.954 -3.574
H -0.577 1.217 5.033
H 2.056 1.646 -2.681
H 3.604 -2.259 1.810
H 2.373 -2.818 -3.434
H -2.895 2.386 -2.306
H -0.226 -3.170 3.741
H -3.569 2.832 -0.732
H -0.223 -2.336 -2.705
H 3.353 -0.680 3.998
H -3.070 -1.831 3.114
*
```

Summary:
Lowest unoccupied orbital energy (alpha / beta) ... 0.72 / 0.71 eV
HOMO energy (alpha / beta) ... -1.4017 / -1.4115 eV
Energy relative to the best compared isomer or geometry (same formula, charge and spin) ... 0.0 kJ/mol
Kohn-Sham gap (alpha / beta) ... 2.12 / 2.12 eV
⟨S²⟩ ... 15.76

Results of the Mulliken charge analysis, in e, for atoms 1 through 8: Eu 1.142; Cl -0.586; O -0.315; O -0.448; C -0.571; C -0.907; C -0.387; C -0.734